--- a ---
Entry from OMol25: the molecule C4H9N3O (ωB97M-V/def2-TZVPD).

The LUMO energy comes out at 0.8 eV. The structure (SMILES) is [H]/N=C\N(C)/C(C)=N/O. The calculation puts the molar mass at 115.136 u. Its orbital gap is 9.061 eV.

Last column: Löwdin charge in e.
Cartesian coordinates (Å):
C -1.611 -1.124 -0.141  -0.058
C 1.487 -1.313 -0.395  0.010
N 1.008 1.128 -0.002  -0.023
C 0.641 -0.139 -0.047  -0.400
C -0.843 1.407 0.662  -0.256
O 2.351 1.328 0.404  -0.042
N -0.634 -0.178 0.341  -0.047
N -1.802 2.113 0.244  0.070
H 2.519 2.251 0.176  0.094
H -2.189 1.824 -0.652  0.035
H -0.399 1.626 1.627  0.113
H -1.753 -1.922 0.591  0.087
H -2.549 -0.588 -0.299  0.082
H -1.339 -1.585 -1.094  0.082
H 2.426 -0.971 -0.828  0.082
H 1.713 -1.885 0.507  0.094
H 0.973 -1.971 -1.094  0.077

--- b ---
Entry from OMol25: the molecule C4H9N3O (ωB97M-V/def2-TZVPD).

The LUMO energy comes out at 0.8 eV. The structure (SMILES) is [H]/N=C(/C)N(C)C(N)=O. The calculation puts the molar mass at 115.136 u. Its orbital gap is 10.210 eV.

Last column: Löwdin charge in e.
Cartesian coordinates (Å):
C 1.838 -0.448 0.615  -0.044
C -0.889 -1.699 -0.329  -0.034
N 0.592 0.261 0.410  -0.046
C 0.601 1.503 -0.134  -0.552
C -0.872 -0.315 0.263  -0.376
N -0.680 1.617 -0.780  0.083
N -1.821 0.069 1.032  0.126
O 1.532 2.245 -0.398  0.071
H -1.694 1.628 -0.777  0.099
H -0.574 2.144 -1.647  0.103
H -1.771 1.085 1.155  0.055
H 1.682 -1.182 1.410  0.088
H 2.114 -1.015 -0.280  0.085
H 2.645 0.263 0.812  0.095
H -0.174 -1.793 -1.147  0.079
H -0.627 -2.416 0.452  0.086
H -1.902 -1.946 -0.659  0.082

--- c ---
Entry from OMol25: the molecule C4H9N3O (ωB97M-V/def2-TZVPD).

The LUMO energy comes out at 0.9 eV. The structure (SMILES) is CN1CC=[N+]([O-])[C@H]1N. The calculation puts the molar mass at 115.136 u. Its orbital gap is 9.525 eV.

Last column: Löwdin charge in e.
Cartesian coordinates (Å):
C 0.273 -1.285 1.538  -0.010
C 0.483 0.209 1.370  -0.155
C -0.168 -0.524 -0.786  -0.263
C 0.601 1.793 -0.530  -0.048
N -0.102 0.592 0.084  -0.176
N -0.256 -1.810 0.477  -0.201
N -1.328 -0.461 -1.581  0.075
O -0.633 -2.933 0.252  -0.033
H 0.616 -1.742 2.370  0.086
H -0.015 0.856 2.001  0.092
H 1.482 0.583 1.357  0.093
H 0.663 -0.739 -1.422  0.130
H 1.033 1.584 -1.497  0.067
H -0.249 2.516 -0.739  0.094
H 1.408 2.273 0.073  0.087
H -1.910 -1.281 -1.498  0.077
H -1.898 0.370 -1.469  0.085

--- d ---
Entry from OMol25: the molecule C4H9N3O (ωB97M-V/def2-TZVPD).

The LUMO energy comes out at 1.0 eV. The structure (SMILES) is N[C@H](C=O)CC1NN1. The calculation puts the molar mass at 115.136 u. Its orbital gap is 9.327 eV.

Last column: Löwdin charge in e.
Cartesian coordinates (Å):
C 1.156 0.110 1.118  -0.319
C -1.089 -0.076 0.041  -0.355
C -0.049 -0.783 0.906  -0.108
N 2.206 0.180 0.145  0.060
N 1.231 1.236 0.237  -0.011
N -2.050 -1.001 -0.468  0.041
C -0.255 0.691 -1.193  -0.277
O 0.379 0.001 -1.966  -0.034
H 1.982 -0.348 -0.709  0.092
H 1.641 2.089 0.609  0.131
H 1.489 0.240 2.144  0.137
H -1.480 0.909 0.366  0.135
H -1.610 -1.676 -1.090  0.083
H -2.807 -0.545 -0.962  0.077
H 0.261 -1.697 0.387  0.122
H -0.487 -1.070 1.861  0.113
H -0.519 1.741 -1.426  0.112

Energy ordering: b at the bottom, the next structure 18.2 kcal/mol above.

--- a ---
Entry from OMol25: the molecule C4H9N3O (ωB97M-V/def2-TZVPD).

The LUMO energy (spin up / spin down) comes out at 0.2 / 0.5 eV. The calculation puts the molar mass at 115.136 u. Its orbital gap (spin up / spin down) is 7.574 / 8.129 eV.

Last column: Löwdin charge in e.
Cartesian coordinates (Å):
C -0.704 0.128 -0.201  -0.156
C -1.539 -2.018 -0.781  -0.158
C -1.134 0.029 1.231  -0.070
O -0.429 -1.391 -0.962  -0.126
H -1.399 0.599 -0.888  0.129
H -1.602 -2.820 -0.045  0.070
H -2.393 -1.830 -1.434  0.069
H -0.418 -0.560 1.797  0.081
H -1.164 1.030 1.666  0.090
H -2.116 -0.436 1.305  0.077
C 2.674 1.137 0.615  -0.029
N 0.652 0.854 -0.394  -0.255
N 1.499 0.670 0.691  0.003
N 1.204 0.934 -1.544  0.094
H 0.475 1.073 -2.245  0.059
H 3.061 1.652 -0.262  0.061
H 3.332 0.949 1.452  0.063

--- b ---
Entry from OMol25: the molecule C4H9N3O (ωB97M-V/def2-TZVPD).

The LUMO energy comes out at 0.9 eV. The structure (SMILES) is [H]/N=C(N)/C(C)=N/OC. The calculation puts the molar mass at 115.136 u. Its orbital gap is 10.499 eV.

Last column: Löwdin charge in e.
Cartesian coordinates (Å):
C 0.142 1.582 -0.624  0.015
C -3.069 -0.154 0.376  -0.129
O -1.759 0.299 0.149  -0.256
H -3.319 -0.135 1.450  0.079
H 0.081 2.159 0.292  0.067
H 1.074 1.755 -1.153  0.032
H -0.696 1.752 -1.293  0.061
H -3.217 -1.160 -0.014  0.075
H -3.735 0.534 -0.159  0.087
C 1.848 -0.455 -0.110  -0.478
N 2.135 -1.435 0.803  0.130
N 2.644 0.111 -0.924  0.130
C 0.436 -0.022 -0.113  -0.232
N -0.516 -0.708 0.287  0.181
H 3.005 -1.933 0.722  0.098
H 1.350 -1.938 1.190  0.085
H 3.596 -0.253 -0.881  0.055

--- c ---
Entry from OMol25: the molecule C4H9N3O (ωB97M-V/def2-TZVPD).

The LUMO energy comes out at 1.0 eV. The structure (SMILES) is [H]/N=C/N(O)/C(N)=C/C. The calculation puts the molar mass at 115.136 u. Its orbital gap is 8.505 eV.

Last column: Löwdin charge in e.
Cartesian coordinates (Å):
C -2.183 -0.095 -0.249  -0.105
N 1.456 -0.304 0.779  -0.059
C 0.116 0.099 0.757  -0.484
N -0.032 1.412 1.138  0.154
C 1.286 -0.148 -0.922  -0.162
C -0.847 -0.648 0.119  -0.144
O 1.555 -1.700 1.050  -0.058
N 1.210 0.950 -1.517  0.082
H 2.302 -1.742 1.657  0.097
H 0.837 1.930 1.124  0.098
H -0.765 1.915 0.658  0.086
H 1.705 1.013 -2.399  0.059
H 1.658 -1.129 -1.210  0.122
H -0.697 -1.713 0.068  0.097
H -2.806 0.095 0.631  0.077
H -2.070 0.851 -0.788  0.069
H -2.725 -0.788 -0.894  0.071

--- d ---
Entry from OMol25: the molecule C4H9N3O (ωB97M-V/def2-TZVPD).

The LUMO energy comes out at 0.7 eV. The structure (SMILES) is C=NO/C=N\NCC. The calculation puts the molar mass at 115.136 u. Its orbital gap is 9.515 eV.

Last column: Löwdin charge in e.
Cartesian coordinates (Å):
C 3.501 -0.012 -0.090  -0.113
C 2.183 -0.840 0.318  -0.232
C -0.610 1.277 -0.149  -0.147
C -3.192 -1.076 -0.011  0.006
H 3.502 -0.279 -1.181  0.081
H 3.651 1.018 0.242  0.064
H 4.429 -0.214 0.269  0.009
H 2.261 -0.523 1.467  0.135
H 2.353 -1.800 -0.030  0.066
H 0.206 -1.147 0.136  0.130
H -0.757 2.191 -0.074  0.030
H -2.922 -2.194 -0.088  0.088
H -4.058 -0.293 -0.208  0.114
N 0.876 -0.420 -0.347  -0.077
N 0.543 0.899 -0.017  0.059
N -1.988 -0.444 -0.069  -0.130
O -1.998 0.863 0.261  -0.084

Energy ordering: b at the bottom, the next structure 31.8 kcal/mol above.

--- a ---
Entry from OMol25: a cluster of 2 separate species, C4H9N3O in total (ωB97M-V/def2-TZVPD).

The LUMO energy comes out at -0.6 eV. The calculation puts the molar mass at 115.136 u. Its orbital gap is 8.728 eV.

Last column: Löwdin charge in e.
Cartesian coordinates (Å):
C 1.712 -0.891 -0.827  -0.080
C 0.876 -0.902 0.608  -0.221
C -0.543 -0.619 0.291  -0.320
C -0.714 0.786 0.207  -0.406
H 2.917 -0.658 -0.659  0.116
H 1.362 -1.958 -1.270  0.112
H 1.403 -0.026 -1.437  0.028
H 1.437 -0.402 1.386  0.081
H 1.012 -1.827 0.951  0.045
H -2.743 -0.133 -0.128  0.110
H 0.787 1.601 1.467  0.238
H -0.138 2.503 0.662  0.103
H -2.014 2.236 -0.793  0.027
N -1.379 -1.614 0.110  0.085
N 0.433 1.719 0.015  0.047
N -1.768 1.381 -0.430  0.116
O -2.641 -1.196 -0.152  -0.080

--- b ---
Entry from OMol25: a structure of composition C4H9N3O (ωB97M-V/def2-TZVPD).

The LUMO energy (spin up / spin down) comes out at -0.7 / -0.6 eV. The calculation puts the molar mass at 115.136 u. Its orbital gap (spin up / spin down) is 7.228 / 7.366 eV.

Last column: Löwdin charge in e.
Cartesian coordinates (Å):
C 0.231 -1.725 -0.094  -0.059
C -0.971 -1.053 -0.484  -0.245
C 1.594 -1.258 -0.463  -0.077
O -0.773 -0.245 0.729  -0.152
H 0.149 -2.718 0.338  0.119
H -1.889 -1.633 -0.416  0.113
H -0.946 -0.344 -1.333  0.105
H 2.020 -1.915 -1.230  0.090
H 1.582 -0.235 -0.836  0.081
H 2.275 -1.296 0.391  0.085
C 0.080 2.206 0.743  -0.269
N -1.091 1.469 0.456  -0.153
N -1.700 1.672 -0.640  0.052
N 1.092 1.777 1.359  0.108
H -2.636 1.256 -0.564  0.058
H 0.960 0.806 1.648  0.038
H 0.022 3.235 0.396  0.106

Energy ordering: b at the bottom, the next structure 41.0 kcal/mol above.

--- a ---
Entry from OMol25: a cluster of 2 separate species, C5H11N in total (ωB97M-V/def2-TZVPD).

The LUMO energy (spin up / spin down) comes out at 3.9 / 3.8 eV. Its charge is -1. The calculation puts the molar mass at 85.150 u. Its orbital gap (spin up / spin down) is 3.062 / 5.653 eV. As for the multiplicity: 2.

Last column: Mulliken spin population.
Cartesian coordinates (Å):
C 0.015 2.728 -0.402  0.311
C 0.889 2.330 0.770  0.476
C 0.802 1.091 1.457  0.383
H -0.980 3.125 -0.239  -0.073
H 0.533 3.538 -0.954  -0.110
H -0.133 1.801 -1.014  0.001
H 1.332 3.177 1.321  -0.048
H 0.659 1.087 2.548  -0.076
H 0.923 0.144 0.907  0.020
C 0.504 -2.127 0.111  0.036
C -0.790 -1.974 -0.153  0.224
N -1.282 -2.025 -1.496  -0.018
H 1.218 -2.168 -0.725  0.009
H 0.973 -2.427 1.057  0.011
H -1.516 -1.784 0.629  -0.133
H -0.541 -1.983 -2.183  -0.009
H -1.754 -2.916 -1.650  -0.004

--- b ---
Entry from OMol25: the ion C5H11N with charge -1 (ωB97M-V/def2-TZVPD).

The LUMO energy (spin up / spin down) comes out at 3.8 / 3.7 eV. Its charge is -1. The calculation puts the molar mass at 85.150 u. Its orbital gap (spin up / spin down) is 2.334 / 8.091 eV. As for the multiplicity: 2.

Last column: Mulliken spin population.
Cartesian coordinates (Å):
C 1.945 -2.079 -0.140  0.232
C 1.848 -0.589 -0.482  -0.050
C 0.765 0.063 0.303  0.074
C -0.442 0.406 -0.146  0.595
N -1.539 0.741 0.637  -0.745
C -2.551 1.547 -0.096  3.115
H 0.991 -2.617 -0.121  -0.029
H 2.489 -2.747 -0.811  -0.079
H 2.405 -2.241 0.845  -0.035
H 1.688 -0.631 -1.577  -0.039
H 2.823 -0.090 -0.480  -0.091
H 0.998 0.006 1.365  0.158
H -0.795 0.229 -1.157  -0.038
H -1.313 1.324 1.436  -0.111
H -2.093 2.278 -0.776  -0.240
H -3.260 2.101 0.521  -1.332
H -3.144 0.860 -0.720  -0.386

--- c ---
Entry from OMol25: the ion C5H11N with charge -1 (ωB97M-V/def2-TZVPD).

The LUMO energy (spin up / spin down) comes out at 4.2 / 4.0 eV. Its charge is -1. The calculation puts the molar mass at 85.150 u. Its orbital gap (spin up / spin down) is 2.840 / 7.883 eV. As for the multiplicity: 2.

Last column: Mulliken spin population.
Cartesian coordinates (Å):
C 0.522 -0.522 2.290  0.305
N 0.836 0.107 0.991  -0.277
C 0.909 -0.806 -0.183  1.384
C 0.264 -0.110 -1.623  0.404
C -1.200 0.245 -1.462  0.675
C -1.566 1.198 -0.551  0.733
H -0.427 -1.045 2.333  -0.038
H 1.255 -1.292 2.549  -0.050
H 0.550 0.062 3.232  -0.029
H 1.713 0.464 1.202  -0.030
H 1.972 -1.219 -0.360  -0.577
H 0.043 -1.530 0.008  -0.253
H 0.708 0.948 -1.567  -0.094
H 0.290 -0.707 -2.538  -0.553
H -1.956 0.157 -2.249  -0.252
H -0.898 1.975 0.012  -0.297
H -2.687 1.405 -0.394  -0.051

--- d ---
Entry from OMol25: the ion C5H11N with charge -1 (ωB97M-V/def2-TZVPD).

The LUMO energy (spin up / spin down) comes out at 3.8 / 3.7 eV. Its charge is -1. The calculation puts the molar mass at 85.150 u. Its orbital gap (spin up / spin down) is 2.366 / 7.937 eV. As for the multiplicity: 2.

Last column: Mulliken spin population.
Cartesian coordinates (Å):
C 1.948 -0.856 -2.299  0.013
C 0.676 -1.014 -1.535  -0.124
C 0.347 -0.022 -0.676  0.754
N -0.924 0.278 -0.137  -0.472
C -1.174 1.090 1.180  1.223
C -1.232 0.377 2.592  3.058
H 2.758 -1.587 -2.188  -0.069
H 2.486 -0.023 -2.138  -0.068
H 1.768 -0.867 -3.282  0.002
H 0.028 -1.829 -1.650  -0.061
H 1.017 0.749 -0.641  0.074
H -1.555 -0.422 -0.320  -0.062
H -0.316 1.859 1.156  -0.231
H -2.176 1.555 0.989  -1.061
H -1.712 1.137 3.306  -0.663
H -1.789 -0.601 2.714  -0.837
H -0.149 0.176 2.928  -0.474

Energy ordering: b at the bottom, the next structure 18.8 kcal/mol above.

--- a ---
Entry from OMol25: the molecule C7H8 (ωB97M-V/def2-TZVPD).

The LUMO energy comes out at -0.3 eV. The calculation puts the molar mass at 92.141 u. Its orbital gap is 8.059 eV.

Last column: Löwdin charge in e.
Cartesian coordinates (Å):
C 0.163 -0.750 0.626  -0.301
C -0.132 -2.046 0.030  0.165
C -1.060 -0.127 0.066  -0.300
C -1.918 0.857 0.324  0.088
C -1.106 -1.221 -0.943  -0.148
C 1.422 -0.292 0.656  -0.074
C 1.891 1.062 0.161  -0.055
H -2.802 0.850 -0.153  0.025
H -1.939 1.439 1.142  0.025
H -0.736 -0.937 -1.952  0.130
H -2.032 -1.719 -1.072  0.083
H 2.316 -1.009 0.824  0.140
H 0.997 1.640 0.055  0.063
H 2.410 0.840 -0.738  0.075
H 2.526 1.413 0.973  0.083

--- b ---
Entry from OMol25: the molecule C7H8 (ωB97M-V/def2-TZVPD).

The LUMO energy comes out at 0.7 eV. The structure (SMILES) is Cc1ccccc1. The calculation puts the molar mass at 92.141 u. Its orbital gap is 9.280 eV.

Last column: Löwdin charge in e.
Cartesian coordinates (Å):
C -2.361 -0.284 0.285  -0.099
C -0.900 -0.025 -0.075  -0.294
C -0.103 -1.099 -0.584  -0.052
C 1.314 -0.948 -0.614  -0.049
C 1.755 0.412 -0.382  -0.135
C 1.130 1.139 0.552  -0.128
C -0.249 0.883 0.756  -0.079
H -2.905 -0.900 -0.491  0.072
H -3.120 0.606 0.133  0.106
H -2.408 -0.814 1.264  0.086
H -0.552 -1.673 -1.320  0.080
H 2.040 -1.602 -1.197  0.116
H 2.651 0.813 -0.943  0.120
H 1.651 1.773 1.338  0.129
H -0.870 1.332 1.588  0.129

Energy ordering: b at the bottom, the next structure 89.7 kcal/mol above.